(1)
Below is a molecular structure, C17H53FeO22PPd in a non-equilibrium geometry, with properties calculated with ωB97M-V/def2-TZVPD.

## Properties
DFT total energy, eV: -110687.33700
Max |F|, eV/Å: 3.702
Spin multiplicity: 7
LUMO (spin up / spin down), eV: -0.66 / -2.46

Atoms and positions in Å:
Fe: 20.28 -25.75 15.05
Pd: 18.48 -28.30 14.01
O: 18.91 -27.15 15.70
H: 19.50 -27.45 16.42
P: 19.34 -26.11 12.61
O: 20.14 -27.10 13.49
O: 19.35 -24.88 13.59
O: 17.98 -26.89 12.51
O: 19.82 -25.81 11.21
C: 17.37 -24.79 9.72
C: 16.48 -23.76 9.07
O: 15.79 -23.14 10.25
O: 16.75 -25.69 10.60
H: 18.18 -24.28 10.23
H: 17.84 -25.32 8.90
H: 15.78 -24.27 8.41
H: 17.07 -23.04 8.51
H: 16.10 -23.45 11.10
H: 17.41 -25.99 11.24
C: 22.65 -24.10 10.76
C: 21.96 -22.83 11.24
O: 20.46 -22.94 11.22
O: 22.36 -25.18 11.65
H: 23.72 -23.89 10.76
H: 22.41 -24.38 9.73
H: 22.13 -21.99 10.57
H: 22.29 -22.47 12.21
H: 20.27 -23.88 11.30
H: 21.61 -25.68 11.33
C: 22.41 -29.90 10.62
C: 22.45 -28.51 11.23
O: 22.19 -28.66 12.61
O: 21.16 -30.42 10.53
H: 22.96 -30.68 11.16
H: 22.76 -29.77 9.60
H: 21.71 -27.82 10.81
H: 23.43 -28.08 11.02
H: 21.49 -28.03 12.81
H: 20.61 -29.66 10.31
C: 20.06 -27.44 7.96
C: 18.92 -27.97 8.77
O: 19.44 -28.23 10.06
O: 20.28 -26.06 8.50
H: 19.95 -27.26 6.89
H: 21.04 -27.92 8.03
H: 18.48 -28.94 8.52
H: 18.09 -27.28 8.90
H: 19.54 -27.38 10.50
H: 19.94 -25.92 9.39
C: 15.09 -28.47 10.59
C: 16.03 -29.63 10.97
O: 16.95 -29.18 11.99
O: 15.64 -27.82 9.47
H: 14.89 -27.78 11.41
H: 14.08 -28.87 10.45
H: 16.66 -29.89 10.12
H: 15.52 -30.54 11.27
H: 17.20 -28.26 11.92
H: 16.24 -27.16 9.83
C: 18.19 -21.61 13.91
C: 17.08 -22.73 14.06
O: 17.25 -23.56 13.02
O: 19.35 -22.23 14.43
H: 17.99 -20.80 14.62
H: 18.33 -21.26 12.88
H: 16.12 -22.21 13.94
H: 17.06 -23.32 14.98
H: 17.99 -24.17 13.13
H: 19.41 -22.99 13.85
C: 15.59 -27.22 16.56
C: 15.66 -27.36 15.08
O: 16.24 -28.64 14.72
O: 16.77 -26.95 17.15
H: 14.96 -28.04 16.91
H: 15.07 -26.32 16.86
H: 16.09 -26.42 14.74
H: 14.67 -27.36 14.64
H: 15.51 -29.25 14.55
H: 17.57 -27.10 16.63
C: 23.16 -26.01 14.55
C: 22.69 -27.02 15.58
O: 21.66 -26.62 16.50
O: 22.15 -25.03 14.26
H: 23.49 -26.49 13.63
H: 23.96 -25.37 14.91
H: 23.61 -27.21 16.13
H: 22.40 -27.95 15.10
H: 21.59 -27.22 17.25
H: 22.23 -24.92 13.31
C: 18.68 -24.29 17.49
O: 19.57 -24.20 16.37
H: 18.79 -23.44 18.15
H: 17.63 -24.26 17.18
H: 18.88 -25.17 18.11
H: 19.56 -23.28 16.12

Here are the Löwdin charges for atoms 1 to 4, given in e:
1 Fe 0.779
2 Pd 1.192
3 O -0.374
4 H 0.034

***

(2)
Below is a molecular structure, C6H15AlNO3, with properties calculated with ωB97M-V/def2-TZVPD.

## Properties
DFT total energy, eV: -20695.47847
Max |F|, eV/Å: 0.859
Net charge: -1
LUMO, eV: 2.47

Atoms and positions in Å:
C: -0.37 1.13 -0.65
C: -1.52 2.01 -0.28
O: -1.70 2.41 0.86
O: -2.30 2.34 -1.32
C: -3.75 2.11 -1.15
Al: -4.41 0.30 -0.42
H: -0.04 1.35 -1.67
H: 0.45 1.24 0.05
H: -0.69 0.09 -0.64
H: -4.17 2.95 -0.59
H: -4.14 2.21 -2.16
H: -5.56 0.52 0.71
H: -3.23 -0.59 0.23
H: -5.07 -0.49 -1.68
C: 1.86 -1.12 1.64
C: 2.80 -0.39 0.72
O: 2.71 0.81 0.53
N: 3.75 -1.12 0.07
C: 4.00 -2.55 0.15
H: 1.16 -0.41 2.06
H: 1.30 -1.88 1.10
H: 2.41 -1.60 2.45
H: 4.34 -0.57 -0.54
H: 5.01 -2.74 0.51
H: 3.88 -3.01 -0.83
H: 3.29 -3.01 0.84

Here are the natural (NBO) charges for atoms 1 to 4, given in e:
1 C -0.732
2 C 0.824
3 O -0.611
4 O -0.564

***

(3)
Below is 6 unconnected molecules or ions with the total composition C28H73N5O9 in a non-equilibrium geometry, with properties calculated with ωB97M-V/def2-TZVPD.

## Properties
DFT total energy, eV: -56087.37492
Max |F|, eV/Å: 3.501
LUMO, eV: 0.52

Atoms and positions in Å:
C: 19.53 -14.09 6.17
C: 19.09 -14.84 7.50
O: 19.10 -16.23 7.24
H: 19.61 -13.00 6.21
H: 18.86 -14.38 5.37
H: 20.51 -14.49 5.91
H: 18.04 -14.67 7.72
H: 19.67 -14.68 8.41
H: 19.99 -16.58 7.41
C: 25.33 -18.61 3.19
O: 24.39 -19.49 2.57
C: 24.24 -19.15 1.21
C: 23.10 -20.00 0.63
N: 21.91 -20.06 1.40
C: 21.07 -21.22 1.09
C: 19.97 -21.50 2.16
O: 19.27 -22.69 1.74
C: 18.12 -22.86 2.54
H: 25.00 -17.57 3.19
H: 26.36 -18.75 2.85
H: 25.52 -18.84 4.24
H: 25.18 -19.47 0.77
H: 24.15 -18.06 1.15
H: 23.44 -20.98 0.29
H: 23.02 -19.50 -0.34
H: 22.32 -20.03 2.33
H: 21.61 -22.16 0.94
H: 20.63 -21.08 0.10
H: 19.31 -20.65 1.93
H: 20.15 -21.62 3.22
H: 17.43 -22.03 2.37
H: 18.23 -23.10 3.59
H: 17.55 -23.61 1.98
C: 8.76 -22.29 4.74
O: 9.15 -20.97 5.24
C: 9.53 -20.02 4.16
C: 8.27 -19.48 3.47
N: 8.79 -18.92 2.23
C: 7.66 -18.48 1.36
C: 7.05 -17.18 1.83
O: 7.17 -16.15 0.88
C: 8.46 -15.75 0.48
H: 8.77 -22.99 5.58
H: 9.20 -22.73 3.85
H: 7.68 -22.27 4.60
H: 10.25 -20.60 3.58
H: 10.09 -19.24 4.68
H: 7.82 -18.73 4.11
H: 7.67 -20.35 3.21
H: 9.61 -19.38 1.86
H: 6.98 -19.25 0.99
H: 8.12 -18.29 0.39
H: 7.44 -16.91 2.82
H: 6.00 -17.37 2.05
H: 8.99 -15.28 1.31
H: 8.43 -15.02 -0.32
H: 9.02 -16.57 0.04
C: 14.64 -15.06 9.31
O: 14.92 -15.63 10.61
C: 13.91 -16.67 10.87
C: 13.86 -17.24 12.32
N: 14.79 -18.35 12.42
C: 14.15 -19.67 12.22
C: 15.09 -20.92 12.35
O: 14.43 -22.16 12.29
C: 13.63 -22.41 11.13
H: 13.57 -14.94 9.14
H: 14.94 -15.71 8.49
H: 15.08 -14.06 9.24
H: 13.93 -17.35 10.02
H: 12.88 -16.30 10.76
H: 12.88 -17.51 12.73
H: 14.16 -16.53 13.09
H: 15.66 -18.22 11.92
H: 13.64 -19.46 11.27
H: 13.43 -19.81 13.02
H: 15.69 -21.00 13.25
H: 15.73 -20.92 11.46
H: 13.33 -23.45 11.05
H: 14.16 -22.06 10.24
H: 12.77 -21.75 11.19
C: 14.66 -26.72 4.34
C: 14.10 -26.13 5.63
C: 13.80 -24.59 5.51
O: 14.90 -23.76 5.09
C: 14.88 -22.43 5.30
N: 12.83 -26.83 5.92
H: 15.60 -26.26 4.03
H: 13.88 -26.59 3.59
H: 14.88 -27.79 4.39
H: 14.72 -26.26 6.51
H: 13.60 -24.17 6.50
H: 12.93 -24.41 4.87
H: 13.92 -21.92 5.16
H: 15.56 -22.02 4.55
H: 15.20 -22.08 6.28
H: 12.55 -26.77 6.89
H: 12.95 -27.81 5.72
C: 16.16 -19.24 4.05
C: 16.32 -18.36 5.34
C: 15.50 -18.93 6.52
O: 14.16 -18.82 6.11
C: 13.11 -18.93 7.12
N: 17.73 -18.24 5.57
H: 15.19 -19.71 3.85
H: 16.70 -20.18 4.19
H: 16.40 -18.67 3.16
H: 15.86 -17.41 5.05
H: 15.80 -18.18 7.26
H: 15.83 -19.91 6.84
H: 13.09 -19.92 7.58
H: 12.20 -18.81 6.54
H: 13.13 -18.14 7.87
H: 18.13 -17.71 6.33
H: 17.98 -17.67 4.77

Here are the Löwdin charges for atoms 1 to 4, given in e:
1 C -0.061
2 C -0.272
3 O -0.120
4 H 0.064

***

(4)
Below is 13 unconnected molecules or ions with the total composition C58H153N11O17 in a non-equilibrium geometry, with properties calculated with ωB97M-V/def2-TZVPD.

## Properties
DFT total energy, eV: -113812.15995
Max |F|, eV/Å: 2.981
LUMO, eV: 0.22

Atoms and positions in Å:
C: -10.10 -12.20 16.36
C: -10.52 -11.16 17.38
C: -9.28 -10.32 17.79
O: -11.47 -10.37 16.70
H: -10.92 -12.77 15.94
H: -9.37 -12.89 16.79
H: -9.55 -11.67 15.58
H: -10.94 -11.64 18.26
H: -8.53 -11.03 18.13
H: -9.49 -9.58 18.56
H: -8.82 -9.75 16.99
H: -11.04 -9.73 16.13
C: -13.92 -16.35 13.47
C: -14.45 -15.97 14.81
C: -13.29 -15.40 15.69
O: -15.43 -14.98 14.60
H: -13.11 -17.06 13.58
H: -13.47 -15.55 12.88
H: -14.73 -16.79 12.89
H: -14.96 -16.84 15.22
H: -13.62 -14.88 16.59
H: -12.78 -14.67 15.06
H: -12.59 -16.19 15.95
H: -14.98 -14.15 14.44
C: -17.55 -13.04 20.20
O: -16.28 -12.33 19.99
C: -16.09 -11.85 18.67
C: -14.65 -11.26 18.55
N: -14.25 -10.86 17.21
C: -14.34 -11.99 16.22
C: -13.92 -11.54 14.83
O: -14.13 -12.62 13.91
C: -13.64 -12.35 12.59
H: -17.76 -13.06 21.27
H: -17.49 -14.05 19.81
H: -18.39 -12.60 19.66
H: -16.84 -11.06 18.55
H: -16.22 -12.65 17.94
H: -13.95 -11.96 19.00
H: -14.67 -10.44 19.26
H: -13.30 -10.52 17.34
H: -15.34 -12.40 16.08
H: -13.58 -12.72 16.52
H: -12.84 -11.37 14.86
H: -14.48 -10.66 14.50
H: -14.08 -11.43 12.20
H: -13.92 -13.22 12.02
H: -12.57 -12.20 12.45
C: -4.93 -13.50 12.04
O: -6.34 -13.67 11.89
C: -6.99 -13.35 13.16
C: -8.49 -13.19 13.00
N: -9.31 -14.44 13.08
C: -10.69 -14.28 12.76
C: -10.87 -14.28 11.24
O: -10.34 -15.56 10.89
C: -10.04 -15.80 9.51
H: -4.56 -13.92 12.97
H: -4.69 -12.43 12.07
H: -4.51 -14.02 11.18
H: -6.62 -12.41 13.57
H: -6.76 -14.19 13.82
H: -8.71 -12.72 12.04
H: -8.82 -12.62 13.87
H: -8.99 -15.07 12.36
H: -11.02 -13.35 13.22
H: -11.25 -15.09 13.24
H: -10.20 -13.51 10.84
H: -11.92 -14.21 10.96
H: -10.81 -15.77 8.74
H: -9.64 -16.81 9.49
H: -9.20 -15.16 9.24
C: -18.88 -9.13 11.42
O: -17.92 -9.02 12.46
C: -17.57 -10.19 13.20
C: -18.56 -10.52 14.38
N: -19.92 -10.94 13.94
C: -20.05 -12.36 13.87
C: -20.94 -12.82 12.72
O: -20.27 -12.41 11.56
C: -20.65 -13.07 10.39
H: -18.95 -8.20 10.85
H: -19.86 -9.30 11.87
H: -18.56 -9.89 10.71
H: -16.57 -10.09 13.62
H: -17.62 -11.06 12.56
H: -18.67 -9.63 15.00
H: -18.05 -11.25 15.01
H: -20.07 -10.57 13.01
H: -20.48 -12.65 14.83
H: -19.07 -12.83 13.88
H: -21.95 -12.43 12.80
H: -20.98 -13.90 12.86
H: -21.71 -13.34 10.34
H: -20.03 -13.95 10.22
H: -20.37 -12.46 9.54
C: -12.60 -12.04 21.55
O: -13.21 -12.08 22.78
C: -14.66 -12.31 22.71
C: -15.17 -12.24 24.12
N: -15.15 -13.46 24.91
C: -13.84 -14.08 25.13
C: -13.03 -13.23 26.08
O: -11.77 -13.97 26.32
C: -11.06 -13.46 27.43
H: -12.67 -12.97 20.98
H: -11.59 -11.64 21.60
H: -13.07 -11.28 20.93
H: -14.88 -13.28 22.26
H: -15.11 -11.50 22.14
H: -16.23 -11.96 24.12
H: -14.64 -11.45 24.64
H: -15.49 -13.36 25.86
H: -13.31 -14.03 24.18
H: -14.00 -15.09 25.49
H: -13.57 -13.24 27.03
H: -12.93 -12.25 25.61
H: -10.08 -13.94 27.46
H: -11.56 -13.49 28.39
H: -10.99 -12.40 27.17
C: -18.36 -17.07 20.93
C: -18.74 -17.69 19.65
C: -17.58 -18.57 18.94
O: -16.48 -17.70 18.66
C: -16.68 -16.86 17.54
N: -19.83 -18.60 19.88
H: -19.20 -16.59 21.43
H: -17.53 -16.37 20.87
H: -18.06 -17.77 21.71
H: -19.10 -16.91 18.98
H: -17.99 -19.09 18.08
H: -17.32 -19.37 19.63
H: -15.76 -16.28 17.59
H: -17.37 -16.07 17.81
H: -16.94 -17.30 16.58
H: -19.97 -19.19 19.08
H: -19.51 -19.21 20.62
C: -11.24 -10.68 10.51
C: -10.47 -10.25 9.26
C: -9.15 -10.97 9.03
O: -8.00 -10.37 9.67
C: -6.92 -11.29 9.68
N: -11.39 -10.19 8.16
H: -12.21 -10.19 10.47
H: -10.61 -10.40 11.35
H: -11.46 -11.74 10.66
H: -10.25 -9.20 9.42
H: -8.95 -11.05 7.96
H: -9.33 -11.99 9.38
H: -6.15 -10.88 10.33
H: -6.47 -11.44 8.70
H: -7.20 -12.29 10.02
H: -10.90 -10.18 7.27
H: -11.68 -9.23 8.15
C: -20.51 -17.06 14.17
C: -19.41 -16.16 14.60
C: -19.51 -15.74 16.10
O: -20.69 -14.95 16.24
C: -20.94 -14.47 17.58
N: -18.23 -16.91 14.33
H: -20.65 -17.84 14.92
H: -20.34 -17.32 13.13
H: -21.47 -16.54 14.20
H: -19.41 -15.21 14.07
H: -18.65 -15.12 16.35
H: -19.43 -16.54 16.84
H: -20.17 -13.73 17.83
H: -20.87 -15.25 18.33
H: -21.87 -13.92 17.69
H: -17.96 -16.91 13.35
H: -17.47 -16.33 14.63
C: -15.35 -9.61 7.42
C: -14.86 -10.65 8.37
C: -16.03 -11.45 9.04
O: -15.47 -12.53 9.76
C: -16.42 -13.48 10.24
N: -14.15 -11.54 7.48
H: -15.96 -8.90 7.97
H: -15.99 -10.02 6.64
H: -14.56 -9.01 6.96
H: -14.20 -10.23 9.12
H: -16.79 -11.75 8.32
H: -16.49 -10.78 9.76
H: -16.95 -14.12 9.54
H: -17.19 -13.19 10.96
H: -15.85 -14.14 10.90
H: -14.05 -12.49 7.81
H: -13.21 -11.16 7.49
C: -22.63 -11.10 16.45
C: -22.00 -9.75 16.78
C: -20.59 -9.85 17.36
O: -20.22 -8.49 17.72
C: -18.94 -8.43 18.36
N: -21.97 -8.98 15.50
H: -22.14 -11.48 15.55
H: -23.68 -10.91 16.21
H: -22.50 -11.71 17.35
H: -22.71 -9.16 17.35
H: -19.83 -10.31 16.73
H: -20.58 -10.52 18.22
H: -18.52 -7.47 18.64
H: -18.19 -8.71 17.62
H: -18.93 -9.05 19.26
H: -21.57 -9.59 14.80
H: -21.26 -8.26 15.59
C: -14.73 -5.79 18.10
C: -14.28 -7.19 17.73
C: -13.28 -7.83 18.75
O: -12.23 -6.89 18.99
C: -11.38 -7.29 20.01
N: -15.44 -8.03 17.59
H: -15.20 -5.79 19.08
H: -15.46 -5.33 17.43
H: -13.86 -5.14 18.19
H: -13.84 -7.01 16.75
H: -12.91 -8.77 18.34
H: -13.76 -8.04 19.70
H: -10.63 -6.54 20.24
H: -10.80 -8.17 19.72
H: -11.90 -7.45 20.95
H: -15.95 -7.70 16.78
H: -15.12 -8.96 17.36
C: -23.12 -14.08 25.05
C: -22.74 -13.97 23.54
C: -21.21 -14.20 23.16
O: -20.34 -13.12 23.47
C: -20.30 -11.95 22.64
N: -23.65 -14.84 22.79
H: -22.35 -13.48 25.55
H: -23.09 -15.07 25.49
H: -24.10 -13.66 25.30
H: -23.00 -12.98 23.15
H: -21.24 -14.41 22.09
H: -20.92 -15.18 23.55
H: -21.33 -11.59 22.62
H: -19.83 -12.14 21.67
H: -19.60 -11.28 23.12
H: -23.34 -15.80 22.91
H: -24.60 -14.71 23.10

Here are the Löwdin charges for atoms 1 to 4, given in e:
1 C -0.056
2 C -0.456
3 C -0.037
4 O -0.079

***

The lowest DFT total energy belongs to which entry?
C58H153N11O17